[1]
Molecular formula: C14H47HfN2O14S
Method: DFT, ωB97M-V/def2-TZVPD

Geometry as XYZ:
```
79
Properties=species:S:1:pos:R:3:mulliken_charge:R:1
Hf -16.01 6.58 -31.54 1.060
S -15.74 9.12 -29.07 1.158
O -14.51 9.35 -28.33 -0.710
O -15.85 10.05 -30.21 -0.798
O -15.64 7.73 -29.72 -0.462
O -16.94 9.13 -28.25 -0.594
C -13.56 3.26 -31.31 -1.117
C -13.49 4.35 -30.26 2.307
C -12.05 4.66 -29.86 -1.555
O -14.31 5.43 -30.52 -0.645
H -13.37 2.24 -30.96 0.273
H -12.98 3.42 -32.22 0.374
H -14.57 3.07 -31.71 0.246
H -13.97 3.89 -29.38 -1.005
H -12.03 5.47 -29.13 0.423
H -11.42 4.88 -30.72 0.371
H -11.66 3.80 -29.30 0.321
C -19.33 4.26 -29.53 -0.851
C -17.81 4.41 -29.54 1.650
C -17.18 3.27 -30.31 -1.491
O -17.46 5.65 -30.08 -0.093
H -19.72 3.86 -30.48 0.288
H -19.88 5.16 -29.24 -0.194
H -19.67 3.52 -28.80 0.367
H -17.47 4.32 -28.50 -0.208
H -17.50 2.33 -29.85 0.474
H -16.10 3.41 -30.28 -0.129
H -17.47 3.28 -31.37 0.297
O -16.01 4.89 -32.90 -0.864
H -16.65 4.21 -32.67 0.273
C -14.52 0.29 -27.13 -1.631
C -14.45 1.66 -26.45 0.412
C -13.08 2.22 -26.16 -0.490
O -12.52 1.46 -25.11 -0.348
C -11.17 1.83 -24.95 -0.802
N -15.26 2.60 -27.22 -0.378
H -15.56 0.00 -27.24 0.406
H -14.00 -0.45 -26.53 0.424
H -13.93 0.28 -28.05 0.273
H -14.94 1.50 -25.48 0.243
H -13.06 3.30 -25.98 0.549
H -12.45 2.15 -27.07 0.185
H -10.75 1.13 -24.23 0.275
H -10.99 2.81 -24.51 0.313
H -10.55 1.76 -25.86 0.325
H -14.68 2.87 -28.02 -0.098
H -16.00 2.22 -27.81 0.080
C -25.65 4.68 -31.24 -1.278
C -24.22 4.94 -31.80 0.557
C -23.13 4.34 -30.90 -0.755
O -22.92 5.15 -29.76 -0.510
C -22.41 6.45 -30.04 -0.659
N -24.19 4.37 -33.16 -0.758
H -26.26 5.54 -31.53 0.298
H -25.53 4.62 -30.16 0.320
H -26.24 3.83 -31.56 0.370
H -24.18 6.03 -31.88 0.348
H -22.22 4.30 -31.52 0.190
H -23.33 3.29 -30.70 0.324
H -21.96 6.47 -31.03 0.370
H -21.67 6.74 -29.29 0.210
H -23.10 7.29 -29.99 0.238
H -23.26 4.57 -33.50 0.283
H -24.24 3.36 -32.99 0.308
O -20.24 5.11 -26.19 -0.612
H -19.75 4.28 -26.18 0.280
H -20.97 4.97 -26.81 0.349
O -19.76 7.68 -27.68 -0.567
H -19.79 7.79 -26.73 0.326
H -19.66 6.73 -27.81 0.234
O -22.65 4.13 -27.29 -0.737
H -22.99 4.70 -26.59 0.337
H -22.71 4.68 -28.10 0.634
O -18.28 6.46 -32.67 -0.432
H -18.59 7.10 -33.32 0.268
H -18.97 5.80 -32.61 0.227
O -16.25 4.47 -25.47 -0.701
H -15.78 3.77 -25.97 0.398
H -17.18 4.24 -25.52 0.236
```

The largest force on an atom is 9.58 eV/A. For the total energy, the calculation gives -2170.69648 Ha. The charge is -1. The energy above the lowest of the compared OMol25 structures with the same formula, charge and spin comes out at 0.00 kJ/mol. The value obtained for the molar mass is 678.09 Da. The LUMO energy is 0.76 eV. The value obtained for the HOMO energy is -4.23 eV.


[2]
Molecular formula: C14H47N3O8
Method: DFT, ωB97M-V/def2-TZVPD

Geometry as XYZ:
```
72
Properties=species:S:1:pos:R:3:mulliken_charge:R:1
C -0.07 5.23 2.12 -0.673
O -1.31 4.81 1.54 -0.428
C -1.15 3.70 0.70 0.267
C -2.45 3.44 -0.02 0.151
C -3.59 3.07 0.89 -1.421
N -2.17 2.36 -1.00 -0.488
H 0.39 4.38 2.63 0.288
H -0.29 6.05 2.80 0.270
H 0.63 5.65 1.37 0.273
H -0.34 3.91 -0.03 0.401
H -0.85 2.84 1.31 -0.295
H -2.72 4.35 -0.58 0.491
H -3.78 3.84 1.63 0.375
H -3.40 2.15 1.46 0.166
H -4.50 2.87 0.33 0.418
H -2.99 2.10 -1.54 0.226
H -1.57 2.77 -1.73 0.202
C 4.74 -0.04 4.04 -0.676
O 4.84 0.35 2.72 -0.355
C 3.91 1.29 2.29 -0.811
C 2.50 0.76 2.17 0.568
C 2.29 -0.10 0.91 -0.944
N 1.59 1.92 2.25 -0.520
H 5.43 -0.86 4.23 0.245
H 3.72 -0.38 4.30 0.307
H 5.00 0.77 4.74 0.282
H 3.92 2.15 2.97 0.373
H 4.23 1.64 1.30 0.386
H 2.27 0.16 3.06 0.045
H 1.24 -0.24 0.67 0.187
H 2.65 -1.12 1.11 0.326
H 2.91 0.26 0.09 0.216
H 1.75 2.60 1.51 0.253
H 0.64 1.59 2.12 0.163
C -4.42 -3.90 -1.19 -0.783
O -3.05 -3.62 -1.07 -0.263
C -2.63 -3.59 0.26 -0.811
C -1.12 -3.45 0.28 0.396
C -0.58 -3.52 1.69 -1.455
N -0.66 -2.20 -0.38 -0.109
H -5.03 -3.26 -0.53 0.315
H -4.67 -4.93 -0.87 0.295
H -4.75 -3.81 -2.22 0.242
H -3.12 -2.72 0.75 0.226
H -2.97 -4.41 0.90 0.470
H -0.73 -4.27 -0.33 0.182
H -1.03 -4.30 2.30 0.432
H -0.75 -2.57 2.20 0.261
H 0.50 -3.70 1.69 0.321
H -1.40 -2.17 -1.09 0.380
H -0.83 -1.37 0.22 -0.037
C 0.37 -3.30 -4.64 -1.155
C 1.21 -3.37 -3.40 0.554
O 2.14 -4.46 -3.51 -0.583
H -0.31 -2.45 -4.54 0.315
H -0.30 -4.17 -4.67 0.341
H 1.01 -3.19 -5.50 0.326
H 0.58 -3.55 -2.51 -0.190
H 1.74 -2.44 -3.16 0.070
H 2.77 -4.38 -2.79 0.309
O -0.23 3.49 -3.07 -0.693
H 0.12 4.34 -2.77 0.296
H 0.55 3.01 -3.38 0.323
O 0.45 -0.06 -2.21 -0.587
H -0.22 0.50 -1.80 0.247
H 0.41 -0.88 -1.70 0.276
O -1.28 0.32 1.17 -0.671
H -1.54 1.01 0.51 0.209
H -2.10 0.11 1.64 0.237
O 2.72 1.37 -2.94 -0.644
H 2.10 0.66 -2.71 0.389
H 3.58 0.95 -3.03 0.299
```

The largest force on an atom is 1.59 eV/A. For the total energy, the calculation gives -1327.73134 Ha. The SMILES is COC[C@H](C)N.COC[C@H](C)N.COC[C@H](C)N.CCO.O.O.O.O. The energy above the lowest of the compared OMol25 structures with the same formula, charge and spin comes out at 0.00 kJ/mol. The value obtained for the molar mass is 385.54 Da. The LUMO energy is 0.39 eV. The value obtained for the HOMO energy is -9.15 eV.


[3]
Molecular formula: C14H47O17P3
Method: DFT, ωB97M-V/def2-TZVPD

Geometry as XYZ:
```
81
Properties=species:S:1:pos:R:3:mulliken_charge:R:1
C 1.67 -0.55 -4.84 -0.585
O 0.43 0.14 -4.83 -0.415
P -0.85 -0.66 -4.26 1.141
O -0.74 -1.33 -2.94 -0.682
O -2.09 0.35 -4.38 -0.498
C -3.25 0.11 -3.61 -0.112
O -1.16 -1.73 -5.43 -0.376
C -1.86 -2.92 -5.17 -0.554
H 2.08 -0.60 -5.85 0.299
H 1.55 -1.57 -4.48 0.311
H 2.33 0.03 -4.19 0.145
H -3.42 -0.93 -3.34 -0.102
H -4.17 0.34 -4.14 0.403
H -3.31 0.70 -2.69 0.005
H -1.19 -3.75 -5.36 0.257
H -2.66 -2.95 -5.91 0.259
H -2.33 -2.99 -4.18 0.238
C 2.13 0.33 -0.88 0.303
O 3.47 -0.06 -0.51 -0.085
P 4.74 0.26 -1.41 0.885
O 4.59 -0.10 -2.82 -0.724
O 5.06 1.82 -1.20 -0.291
C 5.64 2.34 0.02 -0.649
O 5.99 -0.51 -0.71 -0.354
C 7.30 -0.47 -1.33 -0.742
H 2.05 0.21 -1.96 -0.325
H 1.85 1.36 -0.67 0.238
H 1.51 -0.36 -0.31 0.043
H 5.57 1.59 0.81 0.202
H 5.17 3.23 0.44 0.342
H 6.70 2.52 -0.10 0.339
H 7.46 -1.45 -1.78 0.268
H 8.06 -0.24 -0.59 0.275
H 7.39 0.28 -2.12 0.347
C 3.28 2.23 2.60 -0.780
O 2.50 1.12 2.19 -0.042
P 1.31 0.47 3.09 0.934
O 0.65 -0.72 2.45 -0.826
O 0.34 1.73 3.47 -0.325
C -0.62 2.14 2.57 -0.350
O 2.07 0.08 4.45 -0.388
C 1.42 -0.06 5.69 -0.602
H 3.21 2.49 3.65 0.348
H 3.15 3.17 2.06 0.277
H 4.33 1.94 2.48 0.264
H -1.50 1.50 2.50 -0.002
H -0.13 2.35 1.61 0.268
H -0.97 3.12 2.89 0.332
H 1.56 0.87 6.25 0.260
H 1.79 -0.81 6.38 0.265
H 0.34 -0.11 5.54 0.192
C -4.95 -2.62 -1.14 -0.270
O -3.84 -3.54 -1.05 -0.586
H -5.93 -3.09 -1.07 0.331
H -4.89 -1.86 -0.36 -0.015
H -4.87 -2.11 -2.10 0.097
H -3.00 -3.07 -1.03 0.529
C -2.04 -0.53 0.05 -0.205
O -1.84 -1.75 -0.60 -0.458
H -1.20 0.15 -0.13 0.335
H -2.97 -0.12 -0.37 0.007
H -2.21 -0.87 1.07 0.049
H -1.25 -1.51 -1.32 0.457
C -2.45 3.09 -0.90 -0.492
O -1.03 3.06 -1.01 -0.419
H -2.87 2.08 -0.87 -0.048
H -2.75 3.64 -0.01 0.266
H -2.97 3.70 -1.63 0.428
H -0.80 3.43 -1.86 0.280
C -1.73 -2.37 4.15 -0.769
O -1.78 -1.03 3.69 -0.277
H -1.38 -3.04 3.36 0.312
H -1.05 -2.60 4.97 0.255
H -2.71 -2.69 4.49 0.309
H -0.96 -0.95 3.22 0.133
C -4.83 0.01 3.48 -0.449
O -3.71 0.86 3.77 -0.536
H -4.89 -0.64 4.36 0.253
H -5.74 0.61 3.55 0.311
H -4.81 -0.49 2.52 0.029
H -2.95 0.29 3.62 0.511
```

The largest force on an atom is 3.51 eV/A. For the total energy, the calculation gives -2864.90654 Ha. The SMILES is COP(=O)(OC)OC.COP(=O)(OC)OC.COP(=O)(OC)OC.CO.CO.CO.CO.CO. The energy above the lowest of the compared OMol25 structures with the same formula, charge and spin comes out at 91.23 kJ/mol. The value obtained for the molar mass is 580.43 Da. The LUMO energy is 0.45 eV. The value obtained for the HOMO energy is -9.47 eV.


[4]
Molecular formula: C14H48N12O14
Method: DFT, ωB97M-V/def2-TZVPD

Geometry as XYZ:
```
88
Properties=species:S:1:pos:R:3:mulliken_spin:R:1
C 2.79 0.84 -4.12 -0.043
O 2.90 1.46 -5.18 0.118
N 1.67 0.90 -3.44 0.565
N 3.46 -0.19 -3.77 0.351
H 1.12 1.63 -3.87 -0.008
H 1.48 0.49 -2.54 -0.021
H 4.33 -0.43 -4.21 -0.015
H 3.03 -0.76 -3.05 -0.020
C -1.78 3.60 0.51 0.000
O -2.68 4.35 0.22 0.000
N -0.90 3.87 1.47 0.000
N -1.51 2.46 0.01 0.000
H -0.14 3.25 1.71 0.000
H -0.93 4.73 2.00 0.000
H -0.82 1.83 0.39 0.000
H -1.93 2.23 -0.88 0.000
C 1.29 -3.53 -2.45 -0.001
O 1.99 -2.77 -3.12 0.009
N 1.66 -4.26 -1.43 0.000
N 0.07 -3.76 -2.67 0.003
H 2.56 -4.05 -1.03 0.000
H 0.93 -4.61 -0.84 0.000
H -0.47 -4.19 -1.93 -0.001
H -0.23 -3.04 -3.31 0.000
C -1.94 -4.62 0.39 0.000
O -1.28 -4.75 -0.62 0.000
N -1.63 -4.96 1.63 0.000
N -3.13 -4.10 0.46 0.000
H -0.72 -5.32 1.86 0.000
H -2.26 -4.91 2.42 0.000
H -3.57 -3.74 -0.38 0.000
H -3.75 -4.55 1.12 0.000
C 0.91 2.99 4.81 0.000
O 0.59 2.14 3.99 0.000
N 0.27 4.02 5.04 0.000
N 2.01 2.94 5.51 0.000
H 0.55 4.80 5.61 0.000
H -0.58 4.22 4.53 0.000
H 2.28 1.98 5.37 0.000
H 2.13 3.56 6.30 0.000
C 3.35 0.52 -0.07 0.005
O 3.32 -0.63 0.27 0.007
N 4.43 1.20 -0.43 0.011
N 2.32 1.24 -0.28 0.046
H 4.31 2.08 -0.92 -0.002
H 5.34 0.84 -0.19 -0.001
H 2.39 2.22 -0.54 -0.004
H 1.46 0.70 -0.31 -0.004
C -3.00 2.02 -3.59 0.002
C -1.53 2.08 -4.08 0.001
O -0.64 3.00 -3.35 0.005
O -3.04 1.64 -2.19 0.000
H -3.57 1.31 -4.20 0.000
H -3.54 2.97 -3.62 0.000
H -1.49 2.27 -5.15 0.000
H -1.09 1.10 -3.90 -0.002
H -0.50 3.70 -3.98 0.000
H -3.95 1.46 -1.93 0.000
C -0.80 -0.98 -0.03 -0.001
C 0.09 -0.86 1.18 0.001
O 0.24 0.45 1.71 0.002
O -0.19 -0.20 -1.04 -0.002
H -1.78 -0.57 0.22 -0.001
H -0.79 -2.05 -0.24 0.000
H 1.11 -1.17 0.96 0.000
H -0.27 -1.54 1.95 0.000
H 0.47 0.59 2.63 0.000
H -0.86 0.43 -1.32 0.000
C -5.78 -2.07 -0.85 0.000
C -5.49 -0.53 -0.77 0.000
O -5.56 0.01 -2.09 0.000
O -4.69 -2.77 -1.49 0.000
H -6.68 -2.17 -1.45 0.000
H -5.86 -2.49 0.15 0.000
H -4.47 -0.36 -0.43 0.000
H -6.28 -0.01 -0.23 0.000
H -6.50 -0.08 -2.26 0.000
H -4.26 -2.13 -2.05 0.000
C 5.22 -0.06 4.54 0.000
C 4.01 0.22 3.56 0.000
O 3.18 -0.99 3.18 0.000
O 6.22 -0.77 3.86 0.000
H 4.88 -0.62 5.40 0.000
H 5.67 0.84 4.97 0.000
H 4.47 0.51 2.62 0.000
H 3.44 1.07 3.93 0.000
H 2.73 -0.81 2.36 0.000
H 6.20 -0.35 3.00 0.000
```

The largest force on an atom is 10.06 eV/A. For the total energy, the calculation gives -2272.37848 Ha. The charge is +1. The value obtained for the molar mass is 608.61 Da. The LUMO energy (spin up / spin down) is -2.24 / -8.23 eV. As for the multiplicity: 2. The value obtained for the HOMO energy (spin up / spin down) is -11.29 / -11.29 eV.


[5]
Molecular formula: C14H50B2O7Pt
Method: DFT, ωB97M-V/def2-TZVPD

Geometry as XYZ:
```
74
Properties=species:S:1:pos:R:3:mulliken_spin:R:1
Pt -1.94 -0.54 -0.82 -0.344
B -4.00 0.41 -1.37 0.548
H -3.95 -0.32 -0.58 0.102
H -3.38 1.26 -1.15 0.080
H -3.58 -0.04 -2.26 0.036
H -5.01 0.76 -1.50 0.029
B -0.78 1.00 0.30 0.816
H -0.68 1.08 -0.77 0.035
H -1.83 1.07 0.53 0.019
H -0.52 0.01 0.64 0.038
H -0.12 1.70 0.80 0.033
C 3.63 1.33 -0.43 -0.003
C 2.88 0.69 -1.55 0.000
O 2.33 1.71 -2.42 0.000
H 4.40 2.00 -0.79 0.000
H 4.20 0.59 0.13 0.000
H 2.97 1.83 0.29 0.000
H 2.05 0.02 -1.33 -0.002
H 3.58 0.16 -2.18 0.001
H 1.56 2.16 -2.09 0.000
C -0.15 5.12 -2.27 -0.001
C -0.63 4.13 -1.19 0.016
O 0.41 3.31 -0.84 -0.018
H 0.31 4.58 -3.10 0.000
H 0.53 5.89 -1.89 0.000
H -0.97 5.72 -2.67 0.000
H -1.51 3.58 -1.52 -0.009
H -1.00 4.62 -0.28 0.006
H 0.09 2.59 -0.29 -0.024
C -2.26 -1.60 3.64 0.218
C -2.83 -0.81 2.47 -0.178
O -2.61 -1.52 1.25 -0.861
H -1.46 -2.23 3.25 0.026
H -3.04 -2.23 4.08 -0.130
H -1.95 -0.94 4.44 0.005
H -2.34 0.16 2.37 -0.039
H -3.86 -0.50 2.65 -0.027
H -3.02 -2.39 1.35 0.381
C 0.19 -0.26 -4.96 0.010
C -0.75 -0.96 -3.99 0.258
O -1.09 -0.03 -2.94 -0.158
H 0.96 0.28 -4.41 0.012
H -0.40 0.41 -5.59 -0.005
H 0.68 -1.02 -5.58 0.000
H -0.34 -1.88 -3.59 0.179
H -1.69 -1.24 -4.48 -0.033
H -1.30 0.80 -3.39 0.056
C 1.66 -3.16 -1.67 -0.051
C 0.18 -3.36 -1.19 1.239
O -0.20 -2.14 -0.68 0.251
H 1.76 -2.36 -2.41 0.023
H 1.90 -4.09 -2.18 0.051
H 2.39 -3.03 -0.87 0.013
H 0.11 -4.13 -0.42 0.028
H -0.53 -3.67 -1.95 0.287
H 0.42 -2.05 0.06 0.054
C 0.31 1.01 4.99 0.001
C 0.21 1.67 3.59 -0.014
O 0.66 0.69 2.68 -0.036
H 0.26 1.83 5.70 -0.006
H 1.29 0.54 4.99 0.001
H -0.47 0.29 5.23 0.002
H 0.69 2.65 3.49 -0.001
H -0.84 1.93 3.56 -0.002
H 0.27 0.95 1.84 0.004
C 1.79 -3.52 2.52 0.115
C 2.46 -2.37 1.91 0.018
O 1.62 -1.47 1.17 -0.103
H 1.49 -4.20 1.72 0.008
H 0.81 -3.31 2.94 0.062
H 2.42 -3.89 3.32 -0.011
H 3.27 -2.70 1.27 -0.004
H 2.95 -1.82 2.72 -0.004
H 1.36 -0.73 1.72 0.004
```

The largest force on an atom is 4.49 eV/A. For the total energy, the calculation gives -1258.64523 Ha. The charge is -1. The value obtained for the molar mass is 547.25 Da. The LUMO energy (spin up / spin down) is 2.54 / 1.70 eV. As for the multiplicity: 4. The value obtained for the HOMO energy (spin up / spin down) is 0.17 / -6.13 eV.


[6]
Molecular formula: C14H50CaO20P2S
Method: DFT, ωB97M-V/def2-TZVPD

Geometry as XYZ:
```
88
Properties=species:S:1:pos:R:3:mulliken_charge:R:1
Ca 0.35 2.91 0.24 1.606
S 1.39 -0.72 1.21 1.141
O 0.07 -0.22 0.78 -0.709
O 1.92 -1.68 0.23 -0.664
O 2.20 0.48 1.18 -0.715
O 1.33 -1.28 2.55 -0.657
C 3.84 -2.64 -4.23 -0.560
O 4.06 -1.81 -3.14 -0.470
H 4.44 -2.19 -5.02 0.224
H 4.25 -3.64 -4.05 0.266
H 2.80 -2.66 -4.56 0.229
H 3.51 -2.05 -2.39 0.304
C 4.10 -4.97 2.27 -0.502
O 4.30 -4.68 0.91 -0.519
H 4.94 -5.50 2.72 0.275
H 3.84 -4.10 2.87 0.201
H 3.21 -5.59 2.34 0.227
H 3.66 -4.02 0.62 0.309
C -3.79 -1.19 3.11 -0.517
O -3.69 -1.28 1.68 -0.498
H -2.89 -1.53 3.62 0.249
H -3.90 -0.14 3.37 0.174
H -4.64 -1.76 3.50 0.271
H -2.77 -1.03 1.57 0.313
C 3.73 0.20 5.96 -0.470
O 2.42 -0.20 6.16 -0.531
H 3.77 0.62 4.96 0.160
H 4.06 0.92 6.72 0.264
H 4.49 -0.59 5.93 0.230
H 2.16 -0.56 5.31 0.345
C 6.47 -0.83 1.98 -0.439
O 6.09 0.50 2.08 -0.553
H 7.53 -0.83 1.73 0.249
H 6.30 -1.37 2.91 0.163
H 5.92 -1.22 1.13 0.232
H 5.20 0.58 1.73 0.327
C 4.22 3.51 -1.91 -0.537
O 3.39 4.27 -1.04 -0.473
H 4.95 2.93 -1.34 0.269
H 3.71 2.82 -2.58 0.199
H 4.76 4.21 -2.54 0.303
H 3.84 5.07 -0.75 0.280
C -0.89 -5.19 -0.85 -0.544
O 0.14 -4.65 -1.67 -0.481
H -0.51 -5.76 0.00 0.222
H -1.47 -4.38 -0.40 0.214
H -1.56 -5.91 -1.31 0.283
H 0.61 -4.10 -1.03 0.304
C -0.82 -5.30 4.49 -0.528
O 0.14 -4.52 5.15 -0.475
H -1.45 -5.84 5.20 0.265
H -1.54 -4.82 3.82 0.206
H -0.29 -5.95 3.79 0.220
H 0.24 -3.74 4.59 0.312
C -1.41 -0.50 -4.11 -0.691
O -1.88 0.58 -4.85 -0.280
P -0.98 1.95 -4.80 0.911
O -0.51 2.43 -3.49 -0.463
O 0.19 1.60 -5.84 -0.262
C 1.21 2.57 -6.11 -0.749
O -1.80 3.04 -5.66 -0.353
C -2.37 2.75 -6.89 -0.708
H -2.14 -0.83 -3.38 0.235
H -0.49 -0.32 -3.54 0.354
H -1.28 -1.32 -4.82 0.258
H 1.15 2.90 -7.15 0.276
H 2.15 2.03 -6.08 0.283
H 1.35 3.42 -5.45 0.327
H -1.83 3.06 -7.78 0.259
H -3.41 3.08 -6.91 0.277
H -2.41 1.66 -6.99 0.323
C -5.85 2.38 -0.92 -0.677
O -5.90 3.48 -0.09 -0.326
P -4.89 3.64 1.21 0.907
O -3.48 3.14 0.98 -0.493
O -4.92 5.26 1.53 -0.356
C -4.15 5.70 2.60 -0.692
O -5.69 2.94 2.48 -0.182
C -7.04 3.16 2.72 -0.680
H -5.92 2.74 -1.94 0.218
H -6.74 1.77 -0.74 0.259
H -4.96 1.78 -0.76 0.356
H -3.82 4.96 3.32 0.315
H -4.73 6.45 3.16 0.280
H -3.28 6.24 2.25 0.248
H -7.31 2.58 3.61 0.265
H -7.71 2.87 1.92 0.274
H -7.29 4.20 2.92 0.295
```

The largest force on an atom is 5.00 eV/A. For the total energy, the calculation gives -3826.62253 Ha. The value obtained for the molar mass is 672.63 Da. The LUMO energy is -3.36 eV. The value obtained for the HOMO energy is -7.32 eV.